{"formula": "C3H5ClF2O", "method": "ωB97M-V/def2-TZVPD", "energy_ha": -852.36766, "e_above_lowest_kj_mol": 115.9, "orbital_gap_ha": [0.31195, 0.31188], "homo_ev": [-9.114, -9.113], "max_force_ev_per_a": 5.03, "symbols": ["C", "C", "C", "O", "F", "F", "Cl", "H", "H", "H", "H", "H"], "coordinates": [[1.2053, -1.2535, -0.3564], [-1.3194, 1.3943, -0.0234], [0.1347, -0.9781, -1.2687], [-0.3045, 1.1107, -0.7371], [0.4774, -0.7681, -2.5709], [-1.0516, -1.3597, -1.1184], [-1.1001, 1.3410, 1.8421], [1.8477, -1.9183, -0.7829], [0.7853, -1.5466, 0.6069], [1.7836, -0.3509, -0.1976], [-2.3423, 0.8924, -0.2432], [-1.6061, 2.4216, -0.1427]], "atomic_forces_ev_per_a": [[-1.2, 1.6, 2.0], [-3.4, 0.1, 0.1], [0.1, 4.5, -2.2], [2.7, -2.9, -1.7], [-0.9, -0.6, 2.5], [-0.9, -1.0, -0.2], [0.1, -0.4, 0.1], [1.8, -2.3, -1.0], [0.2, -0.2, -0.1], [-0.1, 0.4, -0.1], [1.5, -0.2, 0.6], [0.1, 1.0, 0.0]], "lowdin_charge": [0.05, -0.78, -0.33, -0.18, 0.15, 0.25, 0.38, 0.07, 0.12, 0.12, 0.10, 0.05]}